15
Properties=species:S:1:pos:R:3 method="wB97M-V/def2-TZVPD" mol_weight_g_mol=104.11 spin_multiplicity=1 smiles=C[C@@H]1N[C@@](N)(O)O1 de_lowest_kcal_mol=44.8 e_lumo_ev=0.95 e_tot_ha=-379.069691
O 2.129 1.000 0.155
O 0.190 0.305 1.161
N 1.583 -1.244 0.070
N 0.044 0.486 -1.013
C -0.862 0.714 0.055
C -2.041 -0.220 0.128
C 1.115 0.082 0.170
H 1.040 -1.865 0.655
H -1.724 -1.241 -0.076
H 0.349 1.339 -1.467
H 1.597 -1.582 -0.883
H -2.502 -0.171 1.112
H -1.135 1.754 0.271
H 2.980 0.567 0.295
H -2.764 0.078 -0.631

99
Properties=species:S:1:pos:R:3 method="wB97M-V/def2-TZVPD" mol_weight_g_mol=765.79 spin_multiplicity=1 total_charge=-1 de_lowest_kcal_mol=0.0 e_lumo_ev=1.59 e_tot_ha=-4202.640315
S 6.555 0.712 -8.010
S 0.321 -0.970 -5.200
S -3.206 -3.918 8.087
S 0.680 -2.321 3.424
S -6.475 2.589 4.325
O -1.247 0.656 -1.679
O -6.315 2.592 2.756
O -3.591 -2.613 8.909
O 0.207 -0.851 -6.792
O -2.036 -3.625 7.313
O -4.375 -4.435 7.449
O 0.763 0.284 -4.685
O 1.019 -2.177 -4.875
O -6.161 3.889 4.836
O -1.137 2.397 -0.032
O 0.679 -1.377 4.501
O 7.025 2.229 -7.950
O -5.820 1.434 4.842
O 6.693 0.124 -6.717
O -0.451 -2.443 2.569
O 2.756 -0.136 -0.091
O 1.042 -3.770 4.027
O 5.310 0.645 -8.712
C -1.387 -1.165 -4.841
C -4.811 -1.278 7.225
C -5.039 3.030 2.228
C 3.512 0.966 -0.581
C -0.540 1.781 -2.094
C 0.889 3.485 -0.830
C 6.086 3.191 -7.418
C 0.242 -4.272 5.124
C 2.460 -1.407 -7.627
C -8.219 2.345 4.377
C 5.988 3.137 -5.906
C 1.370 -0.364 -7.486
C 2.859 1.918 -1.588
C 7.847 0.117 -9.048
C -3.965 1.970 2.366
C 2.399 3.270 -1.018
C -3.618 -1.385 8.145
C -1.101 -4.809 4.673
C 0.049 2.261 -0.777
C -2.794 -4.947 9.455
C 2.152 -2.142 2.468
B -1.841 1.106 -0.344
H 7.714 -0.959 -9.135
H -3.621 -0.582 8.879
H 2.093 1.426 -2.169
H -1.908 -0.255 -5.123
H 0.525 4.178 -1.577
H -8.707 3.212 3.943
H 0.746 3.997 0.116
H -1.465 -1.325 -3.766
H 3.858 1.511 0.283
H -8.495 2.233 5.423
H -5.226 3.247 1.179
H -4.825 -0.296 6.754
H -3.075 1.200 -0.373
H -8.459 1.440 3.824
H 5.540 2.204 -5.569
H 6.461 4.161 -7.737
H -2.690 -1.304 7.578
H -4.746 3.965 2.708
H -4.301 1.022 1.949
H 2.063 -2.325 -8.064
H 2.753 4.033 -1.699
H -3.060 2.274 1.846
H 2.919 3.452 -0.085
H 0.833 -5.068 5.578
H 3.259 -1.024 -8.263
H 1.013 -0.063 -8.470
H 8.801 0.343 -8.580
H -5.745 -1.429 7.769
H 4.379 0.546 -1.090
H 5.373 3.960 -5.543
H 0.118 -3.487 5.871
H -1.599 0.214 0.483
H 7.763 0.592 -10.021
H 2.889 -1.665 -6.660
H 2.103 -1.212 1.904
H 1.743 0.531 -6.986
H -4.766 -2.026 6.435
H 2.223 -2.987 1.789
H 6.978 3.208 -5.456
H -3.649 -4.997 10.122
H -1.231 2.532 -2.497
H 3.667 2.144 -2.275
H 2.994 -2.114 3.154
H -1.926 -4.531 9.958
H -1.763 -2.025 -5.388
H -1.626 -5.272 5.505
H 0.202 1.568 -2.862
H -1.728 -4.010 4.283
H 0.524 1.360 -0.374
H -3.709 1.796 3.410
H 5.110 3.047 -7.885
H -0.977 -5.542 3.875
H 2.449 -0.686 -0.824
H -2.568 -5.933 9.055

54
Properties=species:S:1:pos:R:3 method="wB97M-V/def2-TZVPD" mol_weight_g_mol=527.89 spin_multiplicity=5 total_charge=-2 de_lowest_kcal_mol=60.0 e_lumo_ev="5.25 / 5.11" s_squared=6.06 e_tot_ha=-2459.280923
Ru 0.203 0.616 0.241
Cl -0.182 -1.604 0.995
Cl 0.109 2.769 0.641
Cl -2.812 0.557 0.665
O 1.742 2.979 -0.423
N 0.331 0.724 2.591
C 2.398 -2.305 4.608
C -0.511 0.802 -1.830
C -0.924 2.149 -2.262
C 2.258 -0.773 2.745
C -1.337 2.415 3.032
C -0.995 4.038 4.779
C 0.810 -1.137 -1.758
C -0.534 -1.512 -2.004
C 1.954 -2.064 -1.685
C -1.730 3.581 3.699
C 1.016 -0.282 3.243
C 0.462 -0.887 4.415
C 0.138 3.349 5.196
C -1.328 -0.357 -2.075
C 1.147 -1.886 5.081
C -0.151 1.730 3.366
C 0.905 0.309 -1.685
C 0.567 2.202 4.498
C 2.947 -1.752 3.440
C 2.092 1.018 -2.140
C -2.746 -0.353 -2.484
C -1.043 -2.899 -2.175
H 1.786 -2.873 -0.969
H -1.305 4.926 5.311
H -1.977 1.999 2.241
H 2.120 1.045 -3.243
H -2.850 -0.560 -3.558
H 2.630 -0.348 1.822
H -1.082 2.152 -3.355
H 2.997 0.505 -1.785
H 2.159 -2.506 -2.670
H -3.211 0.619 -2.276
H 0.725 3.667 6.060
H -0.283 -3.632 -1.888
H 2.947 -3.094 5.160
H -0.165 2.906 -2.015
H -1.935 -3.067 -1.556
H -2.622 4.107 3.342
H 2.121 2.037 -1.712
H -3.314 -1.118 -1.943
H 2.858 -1.517 -1.366
H -1.865 2.412 -1.789
H -0.507 -0.532 4.755
H 3.904 -2.090 3.079
H 0.703 -2.332 5.972
H 1.469 1.657 4.819
H -1.322 -3.083 -3.222
H 2.529 3.128 0.135

102
Properties=species:S:1:pos:R:3 method="wB97M-V/def2-TZVPD" mol_weight_g_mol=865.10 spin_multiplicity=1 total_charge=-1 e_lumo_ev=1.80 e_tot_ha=-4819.722330
S -0.060 1.808 -2.950
S -3.408 -3.832 -1.919
S 3.827 -1.322 -7.032
S 2.435 -2.181 6.648
S -2.595 6.831 3.859
S 1.842 3.541 1.169
O -0.046 -0.825 -0.353
O 2.700 -0.899 7.263
O -2.475 0.374 -0.629
O 3.717 -0.456 -5.882
O -1.300 -3.135 1.910
O -0.112 -1.341 2.410
O -2.476 7.376 2.529
O 1.880 4.394 0.007
O 3.490 -2.985 6.074
O -2.951 -0.708 1.318
O 3.942 -0.806 -8.374
O 0.734 1.778 -1.748
O -2.783 -2.666 -1.364
O 0.605 3.208 1.836
O -1.459 2.149 -2.939
O -2.685 -4.780 -2.736
O -2.725 7.677 5.023
N -1.109 -1.533 0.229
C 1.135 -1.994 5.440
C 4.001 2.067 1.670
C 0.766 2.822 -4.177
C 2.991 4.167 2.387
C 3.150 -3.832 -7.354
C 0.094 -3.329 7.191
C -3.913 5.625 3.863
C -5.619 -4.092 -0.542
C -1.260 5.661 4.119
C -1.741 2.569 0.451
C 3.702 2.922 2.906
C -1.918 4.286 4.271
C -2.231 -0.615 0.366
C 4.468 -3.866 -6.574
C 2.489 -2.506 -6.993
C -4.226 -4.708 -0.598
C -0.791 -2.002 1.608
C 2.724 2.022 0.823
C 5.146 -2.504 -6.758
C 0.227 -3.194 5.670
C -2.192 1.580 -0.067
C 0.308 0.654 -5.271
C 1.498 -3.202 7.790
C 0.136 0.256 -3.810
C -3.228 4.317 3.483
C 1.254 1.859 -5.266
C -6.069 -3.942 -2.000
C -4.902 -3.328 -2.779
H 1.035 -0.227 -3.425
H 2.267 1.523 -5.033
H 1.287 2.350 -6.240
H -6.309 -4.928 -2.411
H 0.790 -1.066 0.076
H -4.943 -2.239 -2.769
H -3.012 4.305 2.412
H 3.354 -3.868 -8.427
H 2.945 1.972 -0.241
H 1.994 -4.170 7.860
H -0.733 -0.376 -3.634
H 0.614 -1.061 5.654
H 0.041 3.535 -4.569
H 5.116 -4.676 -6.911
H -6.966 -3.326 -2.085
H -1.031 3.361 0.824
H -2.130 4.096 5.328
H 1.711 -2.208 -7.693
H -0.607 5.697 3.247
H 4.326 1.063 1.944
H -0.740 -3.060 5.188
H -4.274 -5.763 -0.876
H 5.794 -2.494 -7.634
H -4.690 5.926 3.162
H -1.256 3.493 3.922
H 3.045 2.371 3.585
H 1.559 -1.965 4.438
H 2.509 -4.678 -7.104
H -3.857 3.457 3.711
H 4.612 3.179 3.451
H -3.662 -4.589 0.328
H -4.865 -3.689 -3.806
H 2.452 4.709 3.162
H -5.572 -3.108 -0.067
H -0.657 0.944 -5.697
H -4.319 5.578 4.875
H 0.688 -4.096 5.258
H -0.542 -2.526 7.573
H 3.686 4.835 1.875
H -0.369 -4.276 7.474
H 2.082 1.188 1.108
H -0.704 5.944 5.011
H 4.260 -4.033 -5.514
H 2.093 -2.528 -5.976
H 4.809 2.528 1.095
H 5.712 -2.213 -5.875
H -6.308 -4.712 0.033
H 1.592 3.354 -3.708
H 1.480 -2.723 8.768
H 0.706 -0.170 -5.865